#one
ORCA calculation (ωB97M-V/def2-TZVPD) on an isolated molecule of C3H6.

## Properties
structure (SMILES)	C=CC
molecular weight	42.1	g mol⁻¹
gap between HOMO and LUMO	10.63	eV
lowest unoccupied orbital energy	1.32	eV

Structure (ORCA input):
```
! RIJCOSX wB97M-V def2-TZVPD def2/J DEFGRID3
* xyz 0 1
C 0.038 -0.040 0.568
C -0.216 -0.899 -0.665
C 0.180 1.342 0.448
H 0.246 1.875 -0.497
H 0.399 1.916 1.398
H -1.105 -1.618 -0.493
H -0.196 -0.519 -1.719
H 0.030 -0.438 1.595
H 0.623 -1.618 -0.635
*
```

#two
ORCA calculation (ωB97M-V/def2-TZVPD) on an isolated molecule of C3H6.

## Properties
structure (SMILES)	C=CC
molecular weight	42.1	g mol⁻¹
gap between HOMO and LUMO	10.82	eV
lowest unoccupied orbital energy	1.29	eV

Structure (ORCA input):
```
! RIJCOSX wB97M-V def2-TZVPD def2/J DEFGRID3
* xyz 0 1
C -0.036 -0.976 -0.866
C 0.278 0.187 -0.308
C -0.199 0.701 0.970
H 0.523 -1.276 -1.771
H 1.079 0.900 -0.692
H -0.026 1.845 1.051
H -0.948 -1.578 -0.406
H 0.425 0.284 1.826
H -1.312 0.350 1.217
*
```

Stability check: which of them is most stable? #one.

#one
ORCA calculation (ωB97M-V/def2-TZVPD) on a structure of composition CH2O3P2.

## Properties
molecular weight	124.0	g mol⁻¹
gap between HOMO and LUMO	9.48	eV
lowest unoccupied orbital energy	-0.55	eV

Structure (ORCA input):
```
! RIJCOSX wB97M-V def2-TZVPD def2/J DEFGRID3
* xyz 0 1
P -0.619 0.351 -0.731
P 1.701 0.153 0.384
O 0.673 1.205 -0.798
O 2.140 -0.927 -0.456
O -1.215 -0.103 -1.968
C -0.664 -0.233 0.878
H -1.390 -1.003 1.081
H -0.627 0.557 1.610
*
```

#two
ORCA calculation (ωB97M-V/def2-TZVPD) on a structure of composition CH2O3P2.

## Properties
molecular weight	124.0	g mol⁻¹
gap between HOMO and LUMO	8.81	eV
lowest unoccupied orbital energy	-0.99	eV

Structure (ORCA input):
```
! RIJCOSX wB97M-V def2-TZVPD def2/J DEFGRID3
* xyz 0 1
P -0.269 2.060 -0.593
P 0.051 -1.013 -0.627
O 1.167 -0.625 0.205
O -0.583 -2.746 1.764
O -0.616 0.481 -1.127
C -1.246 -2.152 1.027
H 0.323 1.850 0.615
H 1.174 2.146 -1.264
*
```

Stability check: which of them is most stable? #one.

#one
ORCA calculation (ωB97M-V/def2-TZVPD) on a structure of composition C3H10N5.

## Properties
molecular weight	116.1	g mol⁻¹
gap between HOMO and LUMO	8.28	eV
lowest unoccupied orbital energy	-4.55	eV

Structure (ORCA input):
```
! RIJCOSX wB97M-V def2-TZVPD def2/J DEFGRID3
* xyz 1 1
N -1.970 -1.108 -2.506
N -0.288 -1.041 -0.755
N 0.141 -1.131 0.288
N 0.498 -1.215 1.380
N 1.529 0.831 2.402
C -2.481 -0.227 -3.347
C 1.205 1.738 1.289
C 1.710 -0.542 2.132
H -1.040 -0.983 -1.831
H 1.652 1.406 0.389
H 0.951 1.056 3.147
H -2.624 -1.841 -2.328
H -2.020 0.847 -3.511
H 0.177 1.952 1.058
H 1.621 -1.162 2.974
H 1.707 2.666 1.452
H 2.688 -0.839 1.513
H -3.458 -0.407 -3.746
*
```

#two
ORCA calculation (ωB97M-V/def2-TZVPD) on a cluster of 2 separate species, C3H10N5 in total.

## Properties
molecular weight	116.1	g mol⁻¹
gap between HOMO and LUMO	9.74	eV
lowest unoccupied orbital energy	-3.64	eV

Structure (ORCA input):
```
! RIJCOSX wB97M-V def2-TZVPD def2/J DEFGRID3
* xyz 1 1
N -2.550 2.005 -0.054
N 1.486 -0.029 0.180
N -2.097 -1.378 -2.062
N 3.280 -0.266 1.662
N -1.363 0.144 -0.554
C 1.974 -0.202 1.329
C -2.248 -0.366 -1.283
C -1.524 1.301 0.076
H -1.112 -1.740 -2.206
H -2.400 2.820 0.500
H -3.249 0.175 -1.285
H 2.294 0.036 -0.496
H -0.650 1.576 0.503
H -2.879 -1.571 -2.725
H 3.587 0.222 2.501
H 3.911 0.027 0.978
H -0.375 -0.209 -0.645
H 1.351 -0.378 2.175
*
```

Stability check: which of them is most stable? #two.

#one
ORCA calculation (ωB97M-V/def2-TZVPD) on a cluster of 2 separate species, CH4F2Si in total.

## Properties
molecular weight	82.1	g mol⁻¹
gap between HOMO and LUMO	9.22	eV
lowest unoccupied orbital energy	-0.30	eV

Structure (ORCA input):
```
! RIJCOSX wB97M-V def2-TZVPD def2/J DEFGRID3
* xyz 0 1
Si 1.387 -0.651 -0.111
F 2.340 -1.249 1.066
F 2.436 0.098 -1.031
C 0.064 0.536 0.381
H -0.191 0.488 1.403
H -0.871 0.330 -0.153
H 0.642 1.461 0.348
H 0.050 -1.988 -1.596
*
```

#two
ORCA calculation (ωB97M-V/def2-TZVPD) on a cluster of 2 separate species, CH4F2Si in total.

## Properties
molecular weight	82.1	g mol⁻¹
gap between HOMO and LUMO (spin up / spin down)	8.43 / 8.23	eV
lowest unoccupied orbital energy (spin up / spin down)	-0.35 / -0.12	eV

Structure (ORCA input):
```
! RIJCOSX wB97M-V def2-TZVPD def2/J DEFGRID3
* xyz 0 1
Si 0.419 -1.027 0.763
F -0.801 -1.839 1.354
F 1.287 -0.574 2.047
C -0.378 1.333 -0.950
H -1.461 1.153 -0.947
H -0.016 2.241 -0.440
H 0.926 -1.916 -0.133
H 0.024 0.629 -1.693
*
```

Stability check: which of them is most stable? #one.

#one
ORCA calculation (ωB97M-V/def2-TZVPD) on a structure of composition C19H64AsF6O13.

## Properties
molecular weight	689.6	g mol⁻¹
gap between HOMO and LUMO	9.99	eV
lowest unoccupied orbital energy	2.46	eV

Structure (ORCA input):
```
! RIJCOSX wB97M-V def2-TZVPD def2/J DEFGRID3
* xyz -1 1
As 0.290 0.571 -0.332
F -1.324 0.825 -0.973
F 0.648 -0.242 -1.844
F -0.183 1.476 1.089
F 0.958 2.029 -1.003
F -0.296 -0.882 0.431
F 1.896 0.184 0.220
O -4.448 0.301 2.041
O -1.204 2.491 3.424
O -2.317 5.190 0.876
O -2.433 2.834 -2.595
O 0.117 0.340 -5.055
O 5.173 2.730 2.993
O 4.043 3.341 -4.060
O -2.324 -2.664 -3.694
O 2.560 -3.399 -4.652
O 0.799 -1.576 5.920
O -4.447 -0.888 -3.163
O -1.751 -3.103 0.910
O 0.006 -5.197 1.919
C 2.789 2.614 2.890
C 0.906 -0.784 3.707
C -3.050 -2.915 1.481
C 0.890 -5.968 -0.200
C 4.089 2.919 0.791
C -3.561 0.228 -3.048
C -1.131 4.700 0.260
C 2.018 -2.785 -3.496
C -0.141 -0.860 -5.763
C 3.831 2.634 -2.833
C -1.298 -0.970 4.965
C 0.179 -0.619 5.025
C -1.333 3.359 -3.333
C 4.038 3.230 2.274
C 1.165 -5.209 1.091
C -0.439 3.536 3.995
C -1.970 -2.914 -2.351
C 1.635 -3.789 0.795
C -3.439 0.682 1.114
H -0.667 -4.633 1.501
H -0.766 5.387 -0.510
H -0.377 4.427 3.357
H 1.873 3.077 2.523
H 0.406 0.403 5.346
H -1.490 -2.066 -1.852
H 4.094 1.833 0.665
H 0.410 -1.457 6.792
H -2.468 0.573 1.606
H 0.807 -1.337 -6.025
H 2.181 -4.276 -4.740
H -1.419 -2.025 4.720
H 4.953 3.359 0.293
H 0.035 -5.630 -0.787
H -1.333 -2.237 0.798
H 2.153 -3.414 -2.617
H -0.389 4.710 1.061
H 1.919 -5.762 1.651
H -2.829 -3.211 -1.740
H 3.178 3.260 0.296
H 3.193 3.217 -2.166
H 2.776 2.563 3.980
H 1.986 -0.635 3.756
H -5.246 -0.611 -3.618
H 4.744 2.398 -2.283
H -0.690 2.013 2.753
H 0.847 -1.811 3.329
H -1.735 4.210 -3.888
H -3.990 1.047 -2.467
H -0.926 2.623 -4.035
H 1.783 -6.000 -0.834
H -3.062 4.949 0.317
H -3.737 -2.426 0.787
H -0.730 -0.636 -6.655
H -1.026 3.854 4.860
H -2.985 -2.280 2.368
H -1.805 -0.434 4.153
H -4.574 1.021 2.664
H -1.805 -0.725 5.898
H -3.550 1.688 0.705
H 2.398 -1.770 -3.374
H 0.694 -7.028 0.004
H 2.718 1.551 2.627
H -2.647 -0.114 -2.572
H -0.775 -1.571 -5.221
H 2.556 -3.825 0.207
H 4.955 3.641 -4.043
H -2.072 2.226 -1.930
H 0.481 -0.143 2.935
H -3.376 -3.916 1.750
H -0.512 3.706 -2.700
H 0.958 -2.516 -3.619
H -1.181 3.682 -0.120
H 0.556 3.205 4.281
H -3.089 -2.063 -3.718
H -1.287 -3.764 -2.336
H 0.941 -3.200 0.194
H 1.778 -3.242 1.726
H 3.990 4.305 2.459
H 5.438 1.898 2.587
H 3.303 1.709 -3.065
H -3.420 -0.027 0.286
H -3.282 0.645 -4.021
H 0.197 0.155 -4.113
*
```

#two
ORCA calculation (ωB97M-V/def2-TZVPD) on a structure of composition C19H64AsF6O13.

## Properties
molecular weight	689.6	g mol⁻¹
gap between HOMO and LUMO	9.58	eV
lowest unoccupied orbital energy	2.15	eV

Structure (ORCA input):
```
! RIJCOSX wB97M-V def2-TZVPD def2/J DEFGRID3
* xyz -1 1
As -5.771 -4.300 6.793
F -7.394 -4.010 6.069
F -5.001 -2.828 6.118
F -5.356 -5.159 5.238
F -4.118 -4.742 7.416
F -6.287 -3.340 8.240
F -6.436 -5.776 7.573
O -8.262 -2.023 4.440
O -10.498 -4.456 8.964
O -8.293 0.418 7.879
O -3.404 -8.392 2.549
O -11.127 -6.074 4.573
O -5.722 -4.588 1.931
O -1.815 -1.637 3.174
O -5.712 -9.906 8.853
O -7.732 -7.970 8.123
O -1.040 -2.265 10.401
O -5.589 -6.437 13.025
O -9.023 -7.482 3.682
O -7.315 -2.319 10.399
C -3.971 -7.752 3.663
C -8.976 -7.895 8.853
C -4.974 -10.509 6.589
C -1.942 -2.025 8.036
C -4.645 -9.747 7.893
C -6.120 -5.458 12.159
C -7.089 -1.548 3.957
C -2.077 -2.334 4.412
C -8.422 -7.727 4.946
C -4.448 -8.223 7.595
C -9.520 -4.085 8.075
C -6.542 -1.315 10.980
C -3.350 -2.289 10.096
C -7.124 -0.128 7.309
C -2.067 -1.702 9.542
C -5.990 -5.772 1.236
C -5.337 -5.647 10.863
C -7.614 -5.815 12.171
C -10.319 -4.926 4.604
H -9.024 0.190 7.299
H -7.376 -7.085 8.009
H -8.094 -5.536 13.109
H -2.131 -0.630 9.729
H -7.169 -1.152 6.939
H -7.945 -6.864 5.411
H -5.040 -6.273 1.051
H -6.378 -1.234 4.721
H -2.723 -1.732 5.051
H -5.259 -7.681 7.108
H -6.440 -0.426 10.358
H -6.714 0.549 6.559
H -3.887 -8.381 4.548
H -7.428 -0.684 3.385
H -6.526 -5.555 0.312
H -1.965 -3.109 7.926
H -12.009 -5.849 4.269
H -6.422 -0.109 8.143
H -3.439 -2.361 11.180
H -5.825 -4.447 12.439
H -9.311 -5.222 4.897
H -5.925 -10.339 6.085
H -1.047 -1.614 7.569
H -9.783 -7.431 8.286
H -9.143 -8.113 5.666
H -7.192 -0.982 11.788
H -4.255 -5.535 10.928
H -9.450 -4.795 7.252
H -5.004 -7.449 3.496
H -10.689 -4.153 5.278
H -5.567 -1.671 11.313
H -4.283 -7.694 8.534
H -9.594 -3.080 7.659
H -3.790 -9.265 2.447
H -6.798 -2.818 9.764
H -8.831 -7.283 9.743
H -10.639 -3.734 9.580
H -0.895 -1.375 3.257
H -4.240 -1.814 9.683
H -3.430 -3.347 9.847
H -7.687 -8.523 4.831
H -4.975 -11.587 6.748
H -9.141 -8.944 9.096
H -5.719 -5.000 10.073
H -2.620 -3.246 4.165
H -6.599 -2.282 3.317
H -4.159 -10.415 5.871
H -3.600 -6.736 3.801
H -10.232 -4.441 3.632
H -8.136 -5.312 11.357
H -9.838 -6.986 3.789
H -1.201 -2.592 5.009
H -0.763 -3.110 10.040
H -7.779 -6.868 11.941
H -5.983 -6.286 13.887
H -8.590 -4.219 8.628
H -3.623 -8.117 6.891
H -6.684 -6.455 1.727
H -2.819 -1.673 7.491
H -5.699 -4.744 2.878
H -3.760 -10.208 8.332
H -5.395 -6.667 10.482
H -7.991 -2.637 5.126
H -6.477 -9.428 8.524
*
```

Stability check: which of them is most stable? #one.

#one
ORCA calculation (ωB97M-V/def2-TZVPD) on a cluster of 4 separate species, C8H24O4 in total.

## Properties
structure (SMILES)	CCO.CCO.CCO.CCO
molecular weight	184.3	g mol⁻¹
gap between HOMO and LUMO	9.83	eV
lowest unoccupied orbital energy	0.66	eV

Structure (ORCA input):
```
! RIJCOSX wB97M-V def2-TZVPD def2/J DEFGRID3
* xyz 0 1
O -0.040 -0.760 0.898
O 0.752 -3.162 -0.346
O -1.884 0.184 -1.151
O -3.567 3.951 1.173
C 1.943 -5.200 0.405
C 0.889 0.268 1.012
C 1.550 -3.736 0.606
C -2.254 4.495 1.007
C -1.330 0.707 -2.334
C -0.172 -0.192 -2.620
C -1.228 3.383 0.595
C 2.253 -0.261 1.206
H 0.610 -2.219 -0.309
H 2.644 -0.789 0.343
H -2.165 5.474 0.382
H 2.562 -3.189 0.481
H -0.680 -0.541 0.342
H -1.904 4.992 1.963
H 2.423 -0.977 2.160
H 0.733 0.803 1.996
H -1.675 2.923 -0.373
H 0.467 -0.494 -1.717
H 0.662 0.958 0.182
H 2.628 -5.591 1.082
H 2.407 -5.120 -0.552
H -2.693 0.642 -0.981
H -0.268 3.800 0.578
H -0.396 -1.154 -3.204
H -0.855 1.802 -2.273
H -1.916 0.716 -3.119
H 0.457 0.267 -3.334
H -4.161 4.466 1.503
H 2.987 0.464 1.134
H -1.050 2.322 1.278
H 1.143 -5.746 0.239
H 1.112 -3.495 1.733
*
```

#two
ORCA calculation (ωB97M-V/def2-TZVPD) on a cluster of 4 separate species, C8H24O4 in total.

## Properties
structure (SMILES)	CCO.CCO.CCO.CCO
molecular weight	184.3	g mol⁻¹
gap between HOMO and LUMO	10.61	eV
lowest unoccupied orbital energy	0.62	eV

Structure (ORCA input):
```
! RIJCOSX wB97M-V def2-TZVPD def2/J DEFGRID3
* xyz 0 1
O -3.632 1.636 -3.731
O 2.716 1.861 5.350
O -1.162 -3.135 -0.555
O 0.259 -0.914 -1.711
C -2.172 -1.745 0.967
C 2.650 0.705 3.319
C -1.098 1.741 -3.859
C 2.159 0.817 4.704
C 2.275 0.536 -1.553
C 1.538 -0.759 -1.022
C -2.436 2.033 -2.995
C -2.011 -3.175 0.641
H 2.164 1.395 2.789
H 3.251 0.716 -0.996
H 2.226 2.238 5.948
H -2.496 3.213 -2.814
H 1.636 1.439 -1.722
H -2.858 -1.848 1.637
H 1.318 -0.506 0.076
H 2.173 -0.212 2.878
H -4.050 2.121 -4.354
H -1.014 2.602 -4.645
H -1.286 -1.129 1.043
H 3.658 0.574 3.189
H -1.329 0.873 -4.622
H 2.482 -0.034 5.282
H -1.715 -3.781 1.535
H -2.400 1.453 -2.022
H -3.061 -3.490 0.347
H -0.105 -1.457 -1.111
H 2.228 -1.581 -0.857
H -0.118 1.631 -3.198
H -2.742 -1.176 0.217
H 1.090 0.894 4.852
H 2.621 0.295 -2.703
H -0.758 -3.831 -0.305
*
```

Stability check: which of them is most stable? #one.